Entry 1:
Here is a molecular structure, C52H71GeN6O8P2STi at a distorted geometry from OMol25. Energies are from ωB97M-V/def2-TZVPD.

Last column: Löwdin spin population.
Positions of all 142 atoms, in Å:
Ge  3.32  1.60  -0.57  0.456
Ti  -0.57  -0.47  -0.25  0.067
S  -0.30  3.58  -0.12  0.006
P  -0.28  -2.17  -3.24  0.001
P  -1.79  -2.17  2.09  0.001
O  -2.18  0.21  -0.76  0.020
O  -2.91  -1.03  2.25  0.001
O  -3.15  4.97  -4.69  0.209
O  0.30  1.10  -1.13  0.102
O  -0.66  -1.62  3.07  0.002
O  -1.16  -2.06  0.70  0.012
O  -2.31  -3.50  2.50  0.000
O  -5.20  4.20  -4.50  0.207
N  -0.31  -1.54  -1.84  0.001
N  -0.60  0.86  1.35  0.265
N  -3.98  4.17  -4.21  0.259
N  -2.60  3.82  1.19  0.001
N  1.32  -0.72  0.60  0.141
N  -1.59  1.80  1.55  0.057
C  -2.61  1.20  -1.53  0.083
C  4.73  -0.30  4.45  0.002
C  -1.57  2.92  0.96  0.012
C  2.19  -1.55  -0.09  0.008
C  -5.04  -1.91  3.00  0.000
C  3.07  4.06  1.11  0.013
C  6.58  1.21  -4.08  0.012
C  -4.30  -1.20  1.88  0.000
C  -0.30  2.23  -1.54  0.007
C  3.43  5.30  1.63  -0.001
C  -0.68  -1.67  4.52  0.000
C  3.66  -1.10  2.36  0.014
C  -1.56  -0.17  -4.63  0.001
C  5.72  0.50  -1.95  0.022
C  2.48  -2.49  -3.72  0.000
C  -4.82  0.22  1.71  0.000
C  -1.79  -1.65  -4.29  0.001
C  -3.02  -1.70  -3.36  0.000
C  1.62  0.16  1.58  0.217
C  -3.53  3.19  -3.29  0.034
C  -2.08  -2.43  -5.57  0.000
C  -2.18  3.14  -2.90  0.079
C  -1.75  -4.46  -2.65  0.000
C  1.27  -1.70  -4.25  0.001
C  5.30  5.36  0.13  0.002
C  4.57  2.20  -3.18  0.017
C  3.97  0.96  4.36  0.001
C  -2.09  -1.74  5.12  0.000
C  0.58  -4.47  -1.93  0.000
C  0.12  -2.90  4.93  0.000
C  4.35  -0.94  0.96  0.018
C  1.57  -0.22  -3.93  0.002
C  3.53  -1.67  -0.06  0.100
C  0.00  -0.40  5.00  0.003
C  4.06  0.59  1.01  0.114
C  -1.73  2.18  -2.03  -0.005
C  -0.33  -4.07  -3.10  0.000
C  -3.96  1.29  -1.88  -0.010
C  4.59  -1.25  3.52  0.003
C  0.03  -4.87  -4.36  0.000
C  4.55  5.96  1.13  0.009
C  3.81  3.45  0.10  0.083
C  3.02  0.31  2.18  0.029
C  5.52  2.11  -4.19  -0.001
C  -4.45  -1.99  0.57  0.000
C  3.16  1.23  3.34  0.003
C  6.67  0.40  -2.96  0.002
C  4.93  4.12  -0.38  0.020
C  4.67  1.41  -2.03  0.089
C  -4.42  2.26  -2.74  0.066
C  1.20  -1.91  -5.76  0.000
C  0.58  1.04  1.92  0.078
H  5.40  -1.21  0.93  0.001
H  -0.57  0.47  4.66  0.000
H  -5.47  2.33  -3.02  0.010
H  -4.72  0.77  2.65  0.000
H  2.18  3.58  1.49  0.002
H  6.18  5.87  -0.26  0.000
H  5.14  -2.18  3.59  0.000
H  0.22  -2.94  6.02  0.000
H  4.10  1.68  5.16  0.000
H  -4.65  0.56  -1.46  -0.002
H  -1.25  -2.41  -6.27  0.000
H  1.45  -0.03  -2.87  0.004
H  5.80  -0.14  -1.07  0.003
H  -4.56  -2.87  3.20  0.000
H  -5.04  -1.31  3.91  0.000
H  7.49  -0.31  -2.88  0.000
H  -2.74  -1.49  -2.33  0.000
H  2.60  0.01  -4.22  0.000
H  1.10  -4.81  -4.59  0.000
H  -2.61  -2.62  4.77  0.000
H  5.54  3.68  -1.16  0.002
H  -1.74  -5.51  -2.32  0.000
H  -2.48  -4.38  -3.46  0.000
H  -2.00  -1.77  6.21  0.000
H  -2.06  -3.84  -1.81  0.000
H  -1.20  0.37  -3.75  0.000
H  0.32  -3.88  -1.05  0.000
H  -2.50  0.30  -4.94  0.000
H  -1.51  3.90  -3.29  0.010
H  0.95  -2.94  -6.03  0.000
H  -3.81  -1.56  -0.19  0.000
H  -5.87  0.22  1.40  0.000
H  -5.49  -1.97  0.24  0.000
H  0.05  -0.39  6.09  0.000
H  2.83  5.76  2.41  0.000
H  -2.66  -0.85  4.83  0.000
H  1.64  -4.32  -2.14  0.000
H  -2.34  -3.47  -5.37  0.000
H  -2.76  4.44  0.42  0.001
H  4.82  6.94  1.52  0.001
H  1.65  -2.17  -0.78  -0.002
H  0.43  -5.53  -1.69  0.000
H  -6.08  -2.09  2.70  0.000
H  2.19  -1.69  -6.19  0.000
H  3.74  2.90  -3.28  0.002
H  -3.75  -0.94  -3.67  0.000
H  -0.22  -5.92  -4.20  0.000
H  3.39  -2.05  -4.15  0.000
H  0.32  2.80  -2.26  0.002
H  7.32  1.15  -4.87  0.001
H  2.68  2.20  3.30  0.000
H  -3.43  3.40  1.58  0.001
H  -0.52  -4.52  -5.24  0.000
H  5.43  2.74  -5.07  0.000
H  -4.14  -3.02  0.74  0.000
H  -2.94  -1.96  -6.06  0.000
H  2.46  -3.54  -4.01  0.000
H  0.49  -1.24  -6.24  0.000
H  2.56  -2.41  -2.64  0.000
H  1.11  -2.86  4.48  0.000
H  2.94  -1.92  2.36  0.000
H  4.00  -2.40  -0.72  0.007
H  -3.53  -2.67  -3.39  0.000
H  1.01  -0.33  4.59  0.003
H  -0.39  -3.80  4.58  0.000
H  0.91  0.46  -4.47  0.000
H  4.92  1.17  1.35  0.012
H  5.40  -0.44  5.28  0.000
H  -0.84  -0.03  -5.44  0.000
H  -4.21  0.74  0.96  0.000
H  0.71  1.84  2.63  0.003

Output
- highest occupied orbital energy (spin up / spin down) (eV) = 0.36 / -2.79
- E_tot (a.u.) = -6961.9679
- total charge = -2
- energy above the lowest of the compared OMol25 structures with the same formula, charge and spin (kcal per mole) = 11.8
- 2S+1 = 4



Entry 2:
Here is a molecular structure, C52H73BrCsN5O2P2S2Si3 at a distorted geometry from OMol25. Energies are from ωB97M-V/def2-TZVPD.

Last column: Löwdin charge in e.
Positions of all 141 atoms, in Å:
Cs  1.14  -0.81  -0.29  0.980
Br  1.59  1.87  1.63  0.546
S  3.52  0.62  -4.34  1.024
S  4.78  -0.34  -1.40  0.498
P  -2.14  -1.37  1.45  0.558
P  -1.97  -2.24  -1.47  0.543
Si  -1.18  -0.41  4.13  0.270
Si  -0.64  -3.00  -4.06  0.271
Si  2.16  3.97  2.06  0.446
O  5.68  0.79  -1.52  -0.340
O  4.83  -1.11  -0.18  -0.341
N  6.07  -4.04  -5.90  0.075
N  1.53  1.08  -2.76  -0.010
N  -0.74  -2.47  -2.47  -0.286
N  3.27  0.02  -1.64  -0.408
N  -1.09  -0.79  2.51  -0.263
C  -3.34  -5.49  3.22  -0.114
C  1.64  4.91  -0.59  -0.102
C  -2.53  -6.27  -1.02  -0.100
C  3.56  5.98  0.56  -0.098
C  -3.88  -6.42  -0.75  -0.112
C  -4.55  -0.36  2.68  -0.124
C  -1.71  -3.84  2.59  -0.105
C  6.62  -2.10  -4.55  -0.044
C  0.64  6.34  2.66  -0.097
C  5.22  -1.45  -2.72  -0.328
C  6.34  -1.25  -3.50  -0.081
C  4.66  -3.38  -4.04  -0.030
C  3.52  3.88  3.41  -0.623
C  -4.69  -5.29  -0.70  -0.108
C  -5.05  -1.05  -4.06  -0.107
C  3.18  2.88  4.52  -0.114
C  -3.87  0.68  0.65  -0.078
C  -0.72  -1.59  -5.31  -0.165
C  -0.68  4.41  1.81  -0.110
C  2.81  4.66  0.38  -0.617
C  2.11  1.36  -4.98  -0.450
C  1.19  1.50  -4.01  -0.293
C  -1.57  -1.43  -0.10  -0.691
C  3.77  5.25  4.05  -0.097
C  4.38  -2.53  -2.99  -0.067
C  -5.79  1.51  1.82  -0.119
C  0.53  4.81  2.67  -0.620
C  0.57  -0.23  4.84  -0.188
C  -1.94  -4.25  -4.64  -0.175
C  5.78  -3.17  -4.84  -0.328
C  2.74  0.57  -2.75  -0.756
C  -4.26  -1.85  -3.23  -0.106
C  -2.71  -2.99  2.13  -0.265
C  3.74  3.67  -0.34  -0.105
C  1.04  -3.83  -4.33  -0.186
C  -3.67  -0.31  1.61  -0.249
C  -1.99  -5.02  -1.26  -0.104
C  -2.93  0.05  -2.67  -0.119
C  -2.09  1.22  4.51  -0.178
C  -4.78  0.30  -4.19  -0.121
C  -4.13  -4.03  -0.91  -0.117
C  -2.01  -1.70  5.25  -0.185
C  -4.91  1.58  0.75  -0.094
C  -4.34  -4.66  2.75  -0.107
C  4.85  3.40  2.81  -0.101
C  -4.02  -3.43  2.20  -0.113
C  -3.70  0.85  -3.49  -0.101
C  0.19  4.36  4.10  -0.105
C  -2.01  -5.08  3.13  -0.102
C  -3.21  -1.31  -2.51  -0.251
C  -2.79  -3.88  -1.21  -0.264
C  -5.61  0.53  2.79  -0.109
H  4.65  3.44  0.21  0.062
H  -3.18  0.71  -0.18  0.071
H  -1.59  -4.71  -5.58  0.014
H  4.48  5.86  1.14  0.059
H  5.28  4.11  2.10  0.062
H  -5.39  0.92  -4.83  0.085
H  2.96  6.76  1.04  0.064
H  -3.08  -1.79  5.07  0.005
H  2.03  1.62  -6.02  0.046
H  -0.66  -1.95  -6.34  0.017
H  3.49  -2.68  -2.39  0.114
H  1.47  6.71  3.26  0.063
H  4.04  4.12  -1.29  0.090
H  -4.41  -1.09  3.46  0.085
H  0.10  -0.89  -5.15  0.003
H  -4.77  -3.16  -0.81  0.107
H  5.57  3.26  3.62  0.083
H  -1.58  -2.69  5.13  0.012
H  0.91  4.72  4.83  0.061
H  -1.65  -1.04  -5.19  0.013
H  0.60  0.38  5.74  0.014
H  -1.88  -7.15  -1.05  0.092
H  -0.68  -3.51  2.54  0.105
H  6.58  -3.61  -6.65  0.076
H  -3.58  -6.46  3.65  0.086
H  0.75  6.75  1.66  0.061
H  1.12  -4.75  -3.74  0.022
H  1.22  0.22  4.10  -0.033
H  6.97  -0.40  -3.29  0.108
H  -0.79  4.77  4.37  0.087
H  -5.74  -5.38  -0.46  0.095
H  -6.62  2.21  1.90  0.085
H  -0.28  6.76  3.08  0.082
H  -4.82  -2.81  1.81  0.097
H  -1.57  4.92  2.21  0.085
H  -2.89  -3.76  -4.84  0.008
H  -1.88  -1.39  6.29  0.016
H  0.99  -1.21  5.09  0.017
H  3.85  6.36  -0.42  0.082
H  2.91  5.61  4.61  0.060
H  5.24  -4.50  -6.26  0.080
H  -4.47  -2.91  -3.18  0.088
H  -4.31  -7.40  -0.58  0.086
H  -0.87  3.34  1.85  0.051
H  3.98  -4.20  -4.26  0.102
H  1.83  -3.16  -4.02  -0.006
H  -6.28  0.47  3.63  0.091
H  2.26  3.12  5.06  0.058
H  0.12  3.28  4.18  0.064
H  0.97  5.70  -0.26  0.059
H  2.06  5.22  -1.56  0.085
H  -5.38  -4.98  2.80  0.093
H  1.20  -4.09  -5.38  0.019
H  4.04  6.02  3.33  0.063
H  -3.47  1.90  -3.59  0.094
H  7.50  -1.94  -5.17  0.102
H  -2.12  -5.05  -3.92  0.006
H  3.25  2.73  -0.57  0.042
H  -0.94  -4.91  -1.49  0.098
H  -5.04  2.34  -0.01  0.093
H  -1.66  1.73  5.38  0.010
H  -1.22  -5.72  3.48  0.092
H  -5.87  -1.50  -4.61  0.090
H  4.60  5.17  4.76  0.081
H  4.74  2.44  2.30  0.083
H  -2.09  0.47  -2.13  0.097
H  3.99  2.88  5.24  0.082
H  1.06  4.01  -0.77  0.079
H  0.20  1.91  -4.17  0.100
H  -0.59  4.70  0.77  0.059
H  -2.04  1.89  3.66  0.007
H  -3.15  1.05  4.72  0.006
H  3.07  1.87  4.13  0.050

Output
- highest occupied orbital energy (eV) = -1.62
- E_tot (a.u.) = -7391.5227
- total charge = -2
- energy above the lowest of the compared OMol25 structures with the same formula, charge and spin (kcal per mole) = 1.8